1.
Molecular formula: C2HClO2
Method: DFT, ωB97M-V/def2-TZVPD

Element x y z (Å)
C: -0.278 0.781 0.474
C: 0.128 -0.391 -0.711
O: 0.550 1.444 0.905
O: -0.032 -0.573 -1.818
Cl: 1.076 -2.043 0.198
H: -1.444 0.782 0.952

## Properties
F_max (eV/Å): 4.716
SMILES: O=CC(=O)Cl
E_tot (hartree): -687.41004
Highest occupied orbital energy (Ha): -0.3845
Energy relative to the best compared isomer or geometry (same formula, charge and spin) (kcal/mol): 32.97

Quick look at the Löwdin charges, all values in e: -0.215, -0.460, 0.118, 0.121, 0.242, 0.194


2.
Molecular formula: C37H34BrI2N2O7Tc
Method: DFT, ωB97M-V/def2-TZVPD

Element x y z (Å)
Tc: 0.063 -0.335 0.131
C: -3.891 3.430 -1.141
C: -3.282 2.489 -0.160
C: -3.889 2.240 1.071
C: -3.300 1.362 1.967
C: -2.133 0.743 1.576
Br: -1.230 -0.553 2.632
N: -1.532 0.949 0.400
C: -2.093 1.823 -0.439
H: -4.845 3.796 -0.778
H: -4.047 2.934 -2.097
H: -3.237 4.284 -1.305
H: -4.816 2.730 1.327
H: -3.731 1.152 2.932
H: -1.561 1.985 -1.365
C: -2.454 -0.891 -5.979
C: -1.334 -1.597 -5.210
C: -0.660 -2.646 -6.093
O: -1.864 -2.199 -4.034
C: -1.079 -1.824 -2.932
C: -0.505 -0.459 -3.384
O: -0.362 -0.658 -4.766
C: 0.832 0.095 -2.781
O: 0.578 0.567 -1.518
C: 2.019 -0.876 -2.707
C: 2.157 -2.023 -3.470
C: 3.291 -2.809 -3.334
C: 4.292 -2.457 -2.447
C: 4.185 -1.279 -1.727
C: 3.059 -0.489 -1.866
C: 1.278 1.244 -3.692
C: 1.058 2.564 -3.320
C: 1.474 3.594 -4.146
C: 2.107 3.317 -5.346
C: 2.331 2.000 -5.715
C: 1.926 0.968 -4.890
C: -1.922 -1.986 -1.630
O: -1.180 -1.573 -0.566
C: -2.177 -3.494 -1.535
C: -1.252 -4.271 -0.851
C: -1.432 -5.638 -0.757
C: -2.528 -6.235 -1.360
C: -3.442 -5.459 -2.053
C: -3.274 -4.088 -2.139
C: -3.264 -1.254 -1.508
C: -3.862 -0.483 -2.488
C: -5.081 0.130 -2.237
C: -5.704 -0.012 -1.010
C: -5.112 -0.793 -0.031
C: -3.902 -1.410 -0.279
H: -3.319 -1.545 -6.024
H: -2.112 -0.667 -6.984
H: -2.723 0.042 -5.488
H: -1.422 -3.265 -6.554
H: -0.009 -3.280 -5.496
H: -0.078 -2.143 -6.860
H: -0.238 -2.522 -2.791
H: -1.245 0.336 -3.184
H: 1.413 -2.292 -4.200
H: 3.390 -3.697 -3.941
H: 5.159 -3.088 -2.330
H: 4.976 -0.972 -1.060
H: 2.985 0.454 -1.341
H: 0.576 2.782 -2.378
H: 1.300 4.618 -3.850
H: 2.423 4.120 -5.992
H: 2.833 1.774 -6.642
H: 2.114 -0.054 -5.171
H: -0.395 -3.794 -0.393
H: -0.716 -6.238 -0.217
H: -2.662 -7.303 -1.298
H: -4.293 -5.923 -2.526
H: -3.987 -3.482 -2.676
H: -3.409 -0.391 -3.459
H: -5.550 0.713 -3.014
H: -6.651 0.467 -0.821
H: -5.598 -0.936 0.922
H: -3.449 -2.041 0.473
O: 3.481 -0.756 1.517
N: 2.400 -0.633 1.054
O: 1.703 0.414 1.185
O: 1.807 -1.518 0.388
I: 1.028 3.602 0.807
I: 3.264 2.975 2.109

## Properties
F_max (eV/Å): 3.402
E_tot (hartree): -5316.41957
Charge: +1
2S+1: 4
Highest occupied orbital energy (alpha / beta) (Ha): -0.4050 / -0.4049
Energy relative to the best compared isomer or geometry (same formula, charge and spin) (kcal/mol): 0.00

Quick look at the Löwdin charges, all values in e: 1.674, -0.014, -0.218, 0.026, -0.053, -0.683, 0.926, -0.136, -0.070, 0.091, 0.085, 0.097, 0.136, 0.125, 0.122, 0.027, -0.548, 0.031, 0.001, -0.153, -0.147, -0.009, -0.386, -0.265, -0.151, -0.028, -0.051, -0.065, -0.063, -0.049, -0.134, -0.031, -0.071, -0.075, -0.055, -0.012, -0.385, -0.280, -0.156, -0.022, -0.066, -0.076, -0.059, -0.013, -0.139, -0.011, -0.070, -0.081, -0.071, -0.030, 0.098, 0.094, 0.082, 0.096, 0.083, 0.099, 0.157, 0.157, 0.095, 0.110, 0.109, 0.111, 0.123, 0.062, 0.104, 0.105, 0.109, 0.116, 0.111, 0.107, 0.106, 0.108, 0.123, 0.092, 0.111, 0.109, 0.112, 0.124, 0.171, -0.547, -0.338, -0.079, 0.159, 0.204


3.
Molecular formula: C6H5ClO2PS
Method: DFT, ωB97M-V/def2-TZVPD

Element x y z (Å)
C: -1.247 0.305 0.167
C: -0.523 -0.687 0.837
C: -0.508 1.314 -0.581
C: 0.869 -0.634 0.839
C: 0.872 1.336 -0.515
C: 1.575 0.376 0.255
O: 3.901 0.237 1.793
O: 2.934 -2.907 -0.369
P: 3.417 0.320 0.414
S: 4.460 1.244 -0.943
Cl: 1.446 -3.434 -0.717
H: -2.356 0.107 -0.050
H: -0.954 -1.627 1.394
H: -1.061 2.075 -1.225
H: 1.536 -1.471 1.361
H: 1.511 2.183 -0.942

## Properties
F_max (eV/Å): 3.695
E_tot (hartree): -1581.83480
Charge: -1
Highest occupied orbital energy (alpha / beta) (Ha): -0.1298 / -0.1298

Quick look at the Löwdin charges, all values in e: -0.093, -0.121, -0.105, -0.187, -0.124, -0.365, -0.400, -1.004, 0.337, 0.190, 0.279, 0.112, 0.137, 0.110, 0.129, 0.105


4.
Molecular formula: C4H7Cl2P
Method: DFT, ωB97M-V/def2-TZVPD

Element x y z (Å)
C: -0.042 -1.459 0.358
C: -0.586 -0.264 0.045
C: 0.117 0.951 -0.414
C: -2.110 -0.016 0.344
P: 4.186 0.167 -0.885
Cl: 1.526 -1.894 -0.141
Cl: 4.282 1.054 0.852
H: -0.747 -2.284 0.591
H: 1.066 0.699 -0.780
H: 0.314 1.807 0.322
H: -0.478 1.316 -1.179
H: -2.259 1.020 0.177
H: -2.738 -0.453 -0.544
H: -2.532 -0.644 1.254

## Properties
F_max (eV/Å): 4.001
E_tot (hartree): -1418.23489
Highest occupied orbital energy (alpha / beta) (Ha): -0.2967 / -0.2963
Energy relative to the best compared isomer or geometry (same formula, charge and spin) (kcal/mol): 76.22

Quick look at the Löwdin charges, all values in e: -0.571, -0.415, -0.090, -0.069, 0.103, 0.577, -0.046, 0.081, -0.006, 0.127, 0.056, 0.037, 0.101, 0.115


5.
Molecular formula: C23H42N6P
Method: DFT, ωB97M-V/def2-TZVPD

Element x y z (Å)
C: -4.488 -2.075 1.491
C: -4.891 -2.095 -0.115
C: -4.029 -1.003 -1.019
C: -2.905 -1.694 -1.998
N: -1.466 -1.420 -1.601
C: -1.044 -2.195 -0.374
C: -0.859 -3.814 -0.624
C: -0.248 -4.463 0.754
P: -1.290 -6.070 1.066
N: -2.910 -5.789 0.911
N: -0.418 -3.613 1.993
C: 0.268 -2.248 1.916
C: 0.330 -1.666 0.349
C: 0.583 -0.048 0.267
C: 2.235 0.155 0.103
C: 2.615 1.615 -0.605
C: 2.435 2.746 0.602
N: 1.882 3.991 -0.077
H: -3.702 -1.186 1.605
H: -5.413 -1.963 2.199
H: -3.853 -3.061 1.712
H: -6.062 -1.888 -0.193
H: -4.728 -3.200 -0.480
H: -3.534 -0.156 -0.343
H: -4.831 -0.458 -1.713
H: -3.142 -2.861 -2.038
H: -3.146 -1.301 -3.099
H: -0.793 -1.589 -2.383
H: -1.908 -2.088 0.431
H: -1.813 -4.351 -1.043
H: -0.005 -3.921 -1.448
H: 0.877 -4.782 0.694
H: -1.098 -6.596 2.405
H: -0.953 -7.031 0.021
H: -3.270 -6.392 0.109
H: 0.066 -4.129 2.787
H: -1.431 -3.533 2.308
H: -0.465 -1.500 2.488
H: 1.302 -2.202 2.462
H: 1.242 -2.256 -0.145
H: 0.290 0.525 1.255
H: 0.118 0.479 -0.678
H: 2.710 0.045 1.166
H: 2.659 -0.671 -0.626
H: 3.743 1.627 -0.966
H: 1.873 1.789 -1.511
H: 3.508 3.027 1.043
H: 1.790 2.367 1.504
H: 2.697 4.448 -0.555
H: 1.414 4.638 0.600
N: 4.249 3.439 -3.200
C: 4.210 2.320 -3.956
C: 5.059 2.083 -5.026
C: 6.004 3.052 -5.344
C: 6.068 4.216 -4.585
C: 5.179 4.362 -3.532
H: 3.454 1.595 -3.670
H: 4.985 1.164 -5.597
H: 6.686 2.902 -6.176
H: 6.792 4.991 -4.808
H: 5.191 5.251 -2.908
N: -2.632 4.085 4.708
C: -2.671 2.966 3.952
C: -1.822 2.729 2.883
C: -0.877 3.698 2.565
C: -0.814 4.862 3.324
C: -1.703 5.008 4.377
H: -3.427 2.241 4.238
H: -1.897 1.810 2.312
H: -0.196 3.548 1.733
H: -0.089 5.637 3.101
H: -1.690 5.897 5.001

## Properties
F_max (eV/Å): 4.299
E_tot (hartree): -1570.92945
Charge: +1
Highest occupied orbital energy (Ha): -0.4019

Quick look at the Löwdin charges, all values in e: -0.147, -0.243, -0.188, -0.218, -0.061, -0.282, -0.127, -0.377, 0.764, -0.349, -0.017, -0.083, -0.216, -0.142, -0.217, -0.191, -0.273, -0.055, 0.057, 0.085, 0.043, 0.116, 0.095, 0.116, 0.117, 0.107, 0.137, 0.125, 0.134, 0.102, 0.142, 0.152, 0.014, 0.035, -0.007, 0.185, 0.175, 0.157, 0.156, 0.142, 0.108, 0.125, 0.112, 0.105, 0.108, 0.116, 0.122, 0.095, 0.073, 0.052, 0.050, -0.162, -0.075, -0.074, -0.070, -0.147, 0.089, 0.102, 0.108, 0.105, 0.102, 0.059, -0.152, -0.087, -0.082, -0.070, -0.141, 0.100, 0.083, 0.072, 0.103, 0.106


6.
Molecular formula: C22H23ClN2O4S2
Method: DFT, ωB97M-V/def2-TZVPD

Element x y z (Å)
C: -0.403 4.405 2.903
H: -0.466 4.433 1.823
H: -1.380 4.492 3.358
H: 0.260 5.179 3.269
S: 0.278 2.813 3.415
O: 1.634 2.704 2.958
O: 0.050 2.649 4.819
N: -0.752 1.741 2.634
C: -0.829 1.699 1.239
C: 0.174 2.254 0.444
C: 0.089 2.201 -0.935
C: -1.005 1.612 -1.557
C: -2.024 1.094 -0.767
C: -1.935 1.122 0.609
H: -2.736 0.703 1.195
H: -2.886 0.660 -1.250
C: -1.141 1.527 -3.041
O: -2.181 1.753 -3.622
N: 0.008 1.183 -3.678
H: 0.810 0.917 -3.128
C: 0.040 0.899 -5.090
C: 0.288 -0.578 -5.383
H: 1.212 -0.918 -4.919
H: 0.340 -0.737 -6.459
S: -1.066 -1.633 -4.739
C: -0.130 -2.739 -3.596
C: 0.458 -2.007 -2.457
C: -0.051 -1.651 -1.242
C: 0.970 -0.932 -0.575
C: 2.023 -0.898 -1.433
O: 1.725 -1.541 -2.578
H: 3.004 -0.474 -1.352
H: 0.922 -0.502 0.402
H: -1.028 -1.873 -0.868
H: 0.640 -3.240 -4.183
H: -0.871 -3.458 -3.255
H: -0.933 1.202 -5.485
H: 0.826 1.494 -5.571
H: 0.881 2.637 -1.526
H: 1.043 2.688 0.907
C: -1.255 0.622 3.414
C: -0.528 -0.644 3.041
C: 0.855 -0.693 3.182
C: 1.566 -1.809 2.784
C: 0.886 -2.886 2.235
C: -0.492 -2.861 2.099
C: -1.192 -1.736 2.501
H: -2.266 -1.716 2.391
H: -1.008 -3.707 1.674
Cl: 1.769 -4.269 1.698
H: 2.639 -1.843 2.887
H: 1.375 0.162 3.591
H: -1.061 0.884 4.456
H: -2.334 0.516 3.279

## Properties
F_max (eV/Å): 1.129
SMILES: CS(=O)(=O)N(Cc1ccc(Cl)cc1)c1ccc(C(=O)NCCSCc2ccco2)cc1
E_tot (hartree): -2519.18313
Highest occupied orbital energy (Ha): -0.3074

Quick look at the Löwdin charges, all values in e: -0.097, 0.057, 0.071, 0.072, 0.631, -0.297, -0.291, -0.168, -0.255, -0.035, -0.019, -0.144, -0.006, 0.002, 0.109, 0.128, -0.466, 0.070, 0.067, 0.122, -0.240, -0.439, 0.070, 0.070, 0.881, -0.385, -0.355, -0.017, -0.059, -0.111, 0.015, 0.123, 0.092, 0.115, 0.087, 0.081, 0.116, 0.122, 0.122, 0.093, -0.135, -0.206, -0.021, -0.097, -0.687, -0.109, -0.034, 0.115, 0.108, 0.681, 0.111, 0.110, 0.117, 0.123


Q: The lowest F_max belongs to which entry?
A: C22H23ClN2O4S2


Q: Among the records above, which one has the lowest E_tot?
A: C37H34BrI2N2O7Tc


Q: Which of these has the lowest E_tot?
A: C37H34BrI2N2O7Tc


Q: Among the records above, which one has the highest E_tot?
A: C2HClO2